Entry 1:
C2H3I3O | the ωB97M-V functional and the def2-TZVPD basis

E_HOMO (spin up / spin down) ... -0.304 / -0.303 Eh
Energy above the lowest of the compared OMol25 structures with the same formula, charge and spin ... 331.7 kJ/mol
DFT total energy ... -1046.1736 Ha

Structure (XYZ):
```
9
C2H3I3O the ωB97M-V functional and the def2-TZVPD basis
C 1.57875 -0.61579 -0.01352
C -0.94023 0.45884 -0.17279
O -0.76198 1.76040 0.00332
I 1.26634 -2.64929 0.29752
I -1.84387 0.07071 -2.10479
I -2.19939 -0.75891 1.30361
H 1.47979 -0.29174 -1.09855
H 1.95280 -0.03187 0.86065
H -0.53221 2.05764 0.92455
```

Entry 2:
C15H20N5O10PtS2Se2 | the ωB97M-V functional and the def2-TZVPD basis

E_HOMO (spin up / spin down) ... -0.178 / -0.221 Eh
Expectation value of S² ... 6.02
Charge ... -1
2S+1 ... 5
DFT total energy ... -7328.2815 Ha

Structure (XYZ):
```
55
C15H20N5O10PtS2Se2 the ωB97M-V functional and the def2-TZVPD basis
Pt -1.70380 -0.68991 0.47195
C -2.31134 4.47278 -0.73371
C -1.79267 3.79653 0.47401
N -1.39591 4.36069 1.57141
N -1.01562 3.30995 2.36595
C -1.17041 2.11881 1.78473
S -0.79358 0.59380 2.40750
N -1.68054 2.42765 0.57066
N -1.97607 1.49530 -0.41533
H -2.35980 5.54213 -0.54674
H -3.30586 4.09611 -0.97857
H -1.64154 4.25916 -1.56747
H -0.65351 3.47222 3.28736
H -2.98441 1.51767 -0.65707
H -1.34368 1.68603 -1.20394
O -0.68431 -6.45728 2.52171
C -0.24278 -5.84692 1.30791
C -0.57017 -4.34739 1.34855
C -0.11850 -3.78000 2.70425
O 1.18852 -4.19687 3.06682
C -2.09179 -4.21908 1.19195
Se -2.90189 -2.52598 1.71323
C 0.22182 -3.73177 0.19141
Se 0.29784 -1.79178 -0.11511
H -0.74134 -7.40733 2.39115
H -0.73604 -6.29943 0.44134
H 0.83739 -5.97892 1.19644
H -0.84103 -4.06444 3.47480
H -0.09560 -2.69045 2.65016
H 1.11428 -5.10108 3.39033
H -2.58240 -4.99323 1.78126
H -2.37295 -4.35614 0.14345
H -0.11813 -4.15241 -0.76011
H 1.27306 -4.00003 0.30759
O 0.03296 3.00965 -1.48386
C 0.90418 2.11152 -1.36862
O 0.73383 0.95527 -0.94156
C 2.32202 2.48877 -1.78406
C 3.39887 1.73401 -1.33079
C 4.69397 2.06838 -1.68697
C 4.88688 3.15731 -2.52186
C 3.83333 3.91886 -3.00080
C 2.54762 3.58125 -2.61406
N 6.25721 3.51684 -2.91372
O 7.16645 2.80395 -2.52756
O 6.40105 4.40012 -3.74042
H 3.19458 0.87634 -0.70381
H 5.54520 1.50382 -1.33722
H 4.03135 4.75603 -3.65317
H 1.69591 4.16204 -2.94055
O -5.75333 -1.08286 -0.21991
S -4.54151 -0.30163 -0.25524
O -3.41552 -1.11886 -0.92252
O -3.98714 -0.03992 1.12905
O -4.65514 0.98072 -0.96019
```

Entry 3:
C9H18ClNO3S | the ωB97M-V functional and the def2-TZVPD basis

E_HOMO ... -0.361 Eh
DFT total energy ... -1492.5505 Ha

Structure (XYZ):
```
33
C9H18ClNO3S the ωB97M-V functional and the def2-TZVPD basis
C 0.91045 1.37499 0.69018
C 1.40153 1.04810 -0.73151
C 0.68576 1.90379 -1.77876
C 1.31470 -0.42392 -1.09309
O -0.05103 -0.90677 -1.15804
S -0.53357 -1.77868 0.13159
O 0.04653 -3.09396 0.01468
O -2.04911 -1.90546 -0.39243
C -2.91218 -0.81660 -0.01241
C -3.16739 0.10666 -1.19968
C -3.29877 1.56029 -0.80012
Cl -4.58909 1.81331 0.41194
H 0.08364 2.08976 0.66159
H 0.56587 0.49451 1.23193
H 1.70741 1.81927 1.28457
H 2.46767 1.28792 -0.78008
H 1.06731 1.70587 -2.78270
H 0.82910 2.96370 -1.56195
H -0.38736 1.69849 -1.77588
H 1.71894 -0.57968 -2.09425
H 1.89852 -1.04538 -0.41112
H -3.82832 -1.27140 0.35750
H -2.46509 -0.25833 0.81801
H -2.31731 0.02777 -1.88176
H -4.05304 -0.21074 -1.75174
H -2.37005 1.92530 -0.36347
H -3.53554 2.18204 -1.66054
C 3.46775 -2.32279 3.09245
C 3.49677 -1.21533 2.14709
N 3.51974 -0.35397 1.38947
H 4.42289 -2.39871 3.60851
H 2.67984 -2.16608 3.82680
H 3.27344 -3.25398 2.56320
```